(1)
9
Properties=species:S:1:pos:R:3:forces:R:3 method="wB97M-V/def2-TZVPD" charge=0 lumo_ev="-1.4901 / -3.1603" relative_energy_kcal_mol=113.5 homo_lumo_gap_ev="7.1 / 3.8"
C 0.494 0.037 1.188 1.89 0.26 2.27
O -0.432 0.610 0.325 0.68 1.33 0.06
Si -1.481 0.138 -0.730 -0.43 -1.61 -1.52
I 2.567 -0.218 -2.393 -0.55 0.00 0.19
H 0.453 0.627 2.170 -0.64 -1.41 -0.95
H 1.623 0.219 1.004 -1.93 -0.41 -1.07
H 0.252 -1.045 1.214 0.62 0.62 0.71
H -1.873 -1.338 -0.859 0.38 0.99 0.31
H -1.603 0.969 -1.919 -0.03 0.25 0.00

(2)
9
Properties=species:S:1:pos:R:3:forces:R:3 method="wB97M-V/def2-TZVPD" charge=+1 smiles=[NH3+][C@@H]1NO1 lumo_ev=-4.4904 relative_energy_kcal_mol=96.4 homo_lumo_gap_ev=11.1
N 0.558 0.275 -0.094 -0.60 3.13 -1.95
C -0.791 0.136 0.538 -0.82 -1.04 4.00
N -1.855 -0.700 -0.015 2.13 -3.14 0.65
O -1.762 0.670 -0.187 -0.67 3.20 -1.90
H 1.200 0.980 0.398 -0.89 -1.57 -0.44
H 0.325 0.778 -1.040 0.52 -0.98 1.71
H 0.998 -0.585 -0.364 0.74 -0.74 0.34
H -0.840 0.221 1.696 0.62 0.15 -2.18
H -1.365 -1.260 -0.765 -1.02 0.99 -0.22

(3)
10
Properties=species:S:1:pos:R:3:forces:R:3 method="wB97M-V/def2-TZVPD" charge=+1 lumo_ev="-10.2451 / -10.1815" relative_energy_kcal_mol=123.7 homo_lumo_gap_ev="4.8 / 5.1"
C -0.493 -0.355 0.061 2.04 1.80 1.13
N 0.196 0.421 0.641 -1.34 -1.57 -1.07
N -1.242 -1.163 -0.430 -1.60 -1.59 -0.98
O 1.520 2.438 1.544 -0.23 -0.20 -0.04
O -1.778 -2.928 -2.257 -0.28 1.18 1.57
H 0.707 1.245 1.043 0.64 0.82 0.38
H 2.283 2.791 1.075 0.05 0.06 0.06
H -1.494 -1.901 -1.168 0.07 -0.32 -0.44
H -1.244 -3.303 -2.962 0.59 -0.19 -0.55
H 1.546 2.754 2.454 0.05 0.02 -0.06

(4)
11
Properties=species:S:1:pos:R:3:forces:R:3 method="wB97M-V/def2-TZVPD" charge=-1 lumo_ev=3.6101 relative_energy_kcal_mol=3.5 homo_lumo_gap_ev=7.6
C 0.891 1.364 0.415 0.92 -0.08 -0.49
N 0.136 0.726 1.428 1.34 1.05 -0.31
N -0.567 1.363 0.640 -1.55 0.04 0.39
O -2.240 -1.728 -0.761 -1.35 -0.32 0.21
O 0.243 0.178 2.497 -0.63 -0.59 0.66
Si -0.780 -1.357 -1.048 1.04 -0.02 0.02
H 1.432 2.271 0.670 -0.04 0.03 0.10
H 1.273 0.765 -0.401 -0.06 -0.16 0.00
H -0.023 -2.256 -1.992 0.14 -0.06 -0.16
H -0.521 0.016 -1.611 0.12 0.16 -0.21
H 0.155 -1.341 0.164 0.06 -0.05 -0.21

(5)
12
Properties=species:S:1:pos:R:3:forces:R:3 method="wB97M-V/def2-TZVPD" charge=-1 lumo_ev="4.1171 / 4.1179" relative_energy_kcal_mol=75.6 homo_lumo_gap_ev="7.8 / 7.8"
C 1.290 -0.268 -0.524 -3.10 2.32 1.72
N -1.201 0.684 0.613 -0.96 3.54 -1.59
N -0.029 0.317 1.052 3.41 -2.36 0.35
O 0.586 -2.004 1.954 -0.54 0.91 0.64
O -1.442 -1.752 0.735 -1.24 -0.88 -1.72
O -1.415 -0.721 2.900 1.74 -0.67 -0.96
S -0.600 -1.169 1.742 1.65 -1.18 3.24
H 2.125 0.339 -0.188 0.03 -0.35 -0.29
H 1.260 -1.315 -0.407 0.35 -0.97 -0.01
H 0.599 0.175 -1.280 0.96 -0.46 0.43
H -1.080 1.566 0.142 -0.88 -0.02 -0.45
H -1.652 -0.131 0.240 -1.41 0.12 -1.36

(6)
12
Properties=species:S:1:pos:R:3:forces:R:3 method="wB97M-V/def2-TZVPD" charge=-1 lumo_ev="3.1131 / 4.1356" relative_energy_kcal_mol=75.1 homo_lumo_gap_ev="7.1 / 8.4"
C 0.485 -0.551 -0.092 -2.42 1.23 -3.58
N -0.417 1.639 0.376 1.55 0.24 0.09
N 0.078 0.441 0.815 0.23 2.37 1.38
O -2.943 1.246 -0.821 -0.12 -1.54 1.97
O -4.203 -0.266 0.891 2.11 1.09 -1.01
O -2.470 -1.170 -0.619 0.05 0.38 0.47
S -2.908 0.033 0.135 -2.94 -0.26 -1.43
H -0.508 -1.000 -0.450 1.59 0.11 -0.45
H 1.206 -0.253 -0.960 -1.41 -0.06 1.22
H 0.959 -1.253 0.465 1.57 -2.25 1.65
H -0.308 2.362 1.069 -0.07 -0.35 0.43
H -1.252 1.831 -0.167 -0.15 -0.96 -0.73

(7)
9
Properties=species:S:1:pos:R:3:forces:R:3 method="wB97M-V/def2-TZVPD" charge=0 lumo_ev="-0.4809 / -1.5225" relative_energy_kcal_mol=87.3 homo_lumo_gap_ev="9.1 / 7.4"
C -1.208 0.577 -0.437 -0.34 -2.57 2.15
N 2.506 -0.842 1.185 0.19 -0.22 -0.17
N 0.213 -0.282 1.431 -2.01 1.91 -0.14
P 1.124 -1.334 0.619 0.67 -0.22 -0.21
H -0.623 0.428 -1.380 -0.76 0.31 1.23
H -1.756 -0.293 0.118 1.09 1.53 -1.84
H -1.579 1.517 -0.033 0.61 0.12 -0.49
H 3.186 -1.556 1.030 1.09 -0.54 -0.14
H 0.826 0.441 1.860 -0.54 -0.32 -0.40

(8)
9
Properties=species:S:1:pos:R:3:forces:R:3 method="wB97M-V/def2-TZVPD" charge=+1 smiles="[NH2+]=CNS" lumo_ev=-4.0048 relative_energy_kcal_mol=13.4 homo_lumo_gap_ev=11.0
N -1.275 -0.295 -0.382 -2.52 -0.32 -0.22
C -0.027 -0.625 -0.121 -2.17 -1.68 0.95
N 1.013 0.079 0.081 -0.55 4.22 -1.17
S 0.759 1.766 -0.289 0.64 0.52 0.31
H -1.758 0.666 -0.499 1.80 -2.03 0.19
H -1.969 -1.127 -0.376 1.66 2.04 -0.01
H 0.102 -1.627 0.176 0.02 -1.59 -0.32
H 1.957 -0.184 0.067 1.16 -1.24 0.42
H 1.241 1.674 -1.536 -0.04 0.08 -0.14

(9)
9
Properties=species:S:1:pos:R:3:forces:R:3 method="wB97M-V/def2-TZVPD" charge=+1 smiles="N/C=[NH+]/S" lumo_ev=-4.9610 relative_energy_kcal_mol=19.7 homo_lumo_gap_ev=9.5
N -0.096 -1.523 -0.562 -0.34 0.54 0.55
C 0.400 -0.538 0.198 -2.06 0.63 -3.15
N -0.151 0.641 0.110 1.35 1.82 2.24
S 0.612 2.172 1.033 -1.14 -2.20 -1.37
H 0.344 -2.385 -0.743 1.07 -0.95 0.45
H -0.950 -1.475 -1.119 0.24 0.67 0.52
H 1.333 -0.529 0.655 1.52 -1.00 1.05
H -1.015 0.713 -0.383 -0.59 0.58 -0.30
H -0.476 2.926 0.811 -0.05 -0.09 0.01

(10)
9
Properties=species:S:1:pos:R:3:forces:R:3 method="wB97M-V/def2-TZVPD" charge=-1 s_squared=0.750 multiplicity=2 lumo_ev="5.1753 / 4.9271" relative_energy_kcal_mol=6.9 homo_lumo_gap_ev="3.9 / 9.5"
N -0.490 -0.374 1.247 -0.84 1.03 0.48
C -0.176 0.274 0.046 2.10 -1.47 -0.80
N 0.110 -0.645 -0.973 0.22 1.52 0.10
N 0.143 1.518 -0.015 -0.22 -0.13 0.96
H -0.391 0.345 1.964 -0.07 -0.32 0.11
H 0.149 -1.149 1.438 -0.15 0.06 -0.31
H 0.272 -0.143 -1.840 -0.07 -0.54 -0.25
H -0.352 -1.532 -1.046 -0.33 -0.17 0.17
H 0.735 1.708 -0.821 -0.65 0.02 -0.46

(11)
9
Properties=species:S:1:pos:R:3:forces:R:3 method="wB97M-V/def2-TZVPD" charge=0 smiles="C/N=N/N" lumo_ev="1.1799 / 0.2872" relative_energy_kcal_mol=136.6 homo_lumo_gap_ev="10.4 / 7.8"
C -0.382 1.131 1.085 -0.68 -0.50 1.37
N -0.521 0.707 -0.229 2.59 -5.15 -2.70
N 0.442 -0.778 -0.222 -2.62 4.85 1.89
N 0.547 -1.355 -1.366 1.03 -1.74 -0.44
H 0.596 1.620 1.182 -0.10 -0.07 0.58
H -0.490 0.173 1.703 0.27 1.77 0.03
H -1.204 1.887 1.257 0.82 -0.83 0.18
H -0.068 -1.106 -2.129 0.09 -0.24 -0.20
H 1.080 -2.281 -1.281 -1.40 1.91 -0.72

(12)
10
Properties=species:S:1:pos:R:3:forces:R:3 method="wB97M-V/def2-TZVPD" charge=0 smiles="NNC(N)=O" lumo_ev=0.7055 relative_energy_kcal_mol=17.1 homo_lumo_gap_ev=9.9
N -1.442 0.026 0.104 -2.67 -2.11 0.58
N -0.242 -0.788 -0.140 -3.50 2.56 -0.11
C 0.986 -0.191 -0.032 2.18 -6.41 0.97
N 1.135 1.102 0.005 -3.47 1.90 -0.02
O 1.907 -1.061 0.091 -0.86 2.45 -0.70
H -2.144 0.037 -0.746 2.14 -0.31 1.84
H -2.069 -0.495 0.925 2.31 1.79 -2.65
H -0.413 -1.774 -0.197 0.94 -0.09 0.12
H 2.026 1.483 -0.042 1.51 0.70 0.08
H 0.255 1.660 0.033 1.42 -0.47 -0.11

(13)
10
Properties=species:S:1:pos:R:3:forces:R:3 method="wB97M-V/def2-TZVPD" charge=0 smiles="N/N=C/NO" lumo_ev=1.1161 relative_energy_kcal_mol=110.5 homo_lumo_gap_ev=9.9
N -0.574 0.837 1.758 -2.32 6.23 8.42
N -0.582 0.692 0.468 2.18 -3.78 -6.37
C 0.119 -0.415 0.336 -0.39 0.71 -0.60
N 0.791 -0.893 -0.732 -0.16 3.25 0.84
O 0.353 -0.320 -1.872 -2.13 4.53 -3.18
H -1.586 1.184 2.116 2.64 -0.91 -1.08
H -0.005 1.806 1.952 -1.54 -2.83 -0.27
H 0.321 -1.025 1.147 0.25 -0.84 2.04
H 0.638 -1.742 -1.101 -0.05 -5.06 0.74
H -0.352 0.375 -1.615 1.52 -1.31 -0.54

(14)
11
Properties=species:S:1:pos:R:3:forces:R:3 method="wB97M-V/def2-TZVPD" charge=0 lumo_ev=0.2373 relative_energy_kcal_mol=98.3 homo_lumo_gap_ev=8.8
C 1.184 0.204 -0.557 -0.80 1.07 -0.53
N -2.040 0.029 -0.397 0.15 0.08 -0.55
O 0.654 -1.313 1.191 -0.69 -0.53 0.07
O 1.764 1.156 0.193 -0.68 -0.79 0.06
N -0.564 -1.179 0.864 0.78 0.70 0.43
N -0.723 -0.233 0.043 1.36 -0.24 0.02
H 2.063 0.748 1.022 0.02 -0.04 -0.15
H -2.710 -0.350 0.272 0.33 0.03 -0.03
H -2.152 1.038 -0.453 0.04 -0.20 0.18
H 1.730 -0.720 -0.700 -0.56 -0.25 0.44
H 0.795 0.619 -1.478 0.05 0.18 0.06

(15)
14
Properties=species:S:1:pos:R:3:forces:R:3 method="wB97M-V/def2-TZVPD" charge=0 lumo_ev="-1.9809 / -1.1169" relative_energy_kcal_mol=103.3 homo_lumo_gap_ev="6.7 / 8.1"
C 1.367 -0.760 0.667 0.89 -1.21 3.28
N 2.287 0.102 0.278 0.54 -1.94 1.19
N -3.424 -0.119 -0.680 -1.71 -1.99 3.56
N 0.144 -0.484 0.209 -2.83 0.86 -1.98
O -0.902 -1.043 0.601 1.37 -0.20 0.89
O 0.083 0.404 -0.685 -0.10 0.17 0.03
O -4.086 -2.054 0.755 0.18 -0.12 0.40
O -3.446 -2.624 -1.573 0.09 1.04 -0.11
S -3.237 -1.813 -0.386 -0.69 0.45 0.52
H 1.340 -1.283 1.639 0.51 -0.36 -0.98
H 3.273 0.053 0.413 0.16 0.06 0.18
H 1.735 0.753 -0.176 -0.15 2.76 -2.34
H -3.040 0.519 0.022 0.05 -0.76 -0.35
H -3.136 0.014 -1.556 1.69 1.25 -4.30

(16)
11
Properties=species:S:1:pos:R:3:forces:R:3 method="wB97M-V/def2-TZVPD" charge=0 lumo_ev=0.2226 relative_energy_kcal_mol=99.0 homo_lumo_gap_ev=9.7
C -0.270 -0.002 0.810 3.01 -0.45 -2.88
H -1.314 1.708 -2.208 0.91 -2.30 1.28
H 1.080 0.009 -0.707 -2.59 0.30 -0.30
H -2.269 0.027 0.818 2.55 0.75 0.88
H 1.287 0.381 2.318 -1.82 -3.14 -2.59
H 2.931 -1.287 1.383 -2.92 4.17 -2.92
N 0.007 0.120 -0.566 3.73 -0.10 0.82
N -1.342 0.106 1.375 -3.60 -0.70 1.28
N 0.996 -0.466 1.531 1.56 3.90 2.87
O 2.355 -0.387 0.798 0.39 -4.05 2.82
S -1.036 0.247 -1.826 -1.23 1.63 -1.25

(17)
10
Properties=species:S:1:pos:R:3:forces:R:3 method="wB97M-V/def2-TZVPD" charge=0 smiles="N/N=C/NS" lumo_ev=0.9631 relative_energy_kcal_mol=62.7 homo_lumo_gap_ev=9.1
N -2.875 0.075 -0.098 0.62 1.88 -0.05
N -1.540 -0.284 -0.123 1.44 -0.79 0.54
C -0.478 0.362 0.294 -4.30 0.98 -0.51
N 0.680 -0.462 0.461 -3.19 -0.12 -0.04
S 2.101 0.080 -0.285 0.47 0.65 2.44
H -3.520 -0.613 -0.551 1.38 1.25 0.29
H -3.015 1.107 -0.297 -0.30 -1.86 0.14
H -0.682 1.528 0.582 1.58 -2.73 -0.44
H 0.234 -1.423 0.368 1.67 1.22 -0.28
H 2.390 0.648 1.004 0.64 -0.48 -2.11

(18)
10
Properties=species:S:1:pos:R:3:forces:R:3 method="wB97M-V/def2-TZVPD" charge=0 lumo_ev="0.4801 / -1.5340" relative_energy_kcal_mol=113.5 homo_lumo_gap_ev="9.4 / 5.3"
C -0.161 1.823 1.000 -1.69 -0.30 1.15
N 0.083 -1.738 -0.172 -2.23 -2.70 2.35
N -0.024 -1.109 0.790 0.72 1.54 0.54
N 0.477 -2.020 -1.330 1.06 -0.17 -4.42
S -1.372 1.467 -0.334 0.59 0.44 0.66
H 0.227 0.776 1.204 -0.18 1.71 0.25
H -0.578 2.420 1.877 -0.17 -1.56 -0.76
H 0.566 2.529 0.724 1.47 0.36 -1.24
H 0.785 -1.287 -2.031 -0.38 -0.68 1.00
H -0.002 -2.861 -1.728 0.80 1.36 0.47

(19)
10
Properties=species:S:1:pos:R:3:forces:R:3 method="wB97M-V/def2-TZVPD" charge=0 s_squared=2.005 multiplicity=3 lumo_ev="1.1631 / -2.2887" relative_energy_kcal_mol=3.6 homo_lumo_gap_ev="6.9 / 6.7"
C -1.525 -0.034 0.426 2.43 -1.45 -0.54
N 1.668 0.550 -0.053 1.14 -2.24 0.88
N -0.461 -0.333 -0.399 0.97 0.71 0.88
N 0.751 -0.461 0.284 -0.49 1.94 -0.48
S -2.957 0.238 -0.198 -4.25 0.88 -1.69
H -1.272 0.201 1.382 0.53 0.67 2.63
H 1.841 0.789 -0.997 -0.31 -0.42 -1.34
H 1.465 1.361 0.437 -0.54 1.51 1.20
H -0.578 -0.914 -1.175 -0.39 -1.07 -1.23
H 1.069 -1.399 0.292 0.90 -0.51 -0.32

(20)
11
Properties=species:S:1:pos:R:3:forces:R:3 method="wB97M-V/def2-TZVPD" charge=0 lumo_ev="-1.9664 / -1.9663" relative_energy_kcal_mol=93.1 homo_lumo_gap_ev="5.4 / 5.4"
C -2.114 -0.694 -0.434 -0.37 -0.34 -0.19
N 0.976 -1.062 -0.288 1.18 -0.40 0.28
N -1.285 0.189 0.023 1.72 -0.93 -0.24
N -1.573 1.327 0.516 -0.91 1.36 0.54
S 3.414 0.822 -0.313 -0.54 -0.38 -0.02
S 2.210 -0.826 0.467 -0.01 0.29 -0.51
H -3.161 -0.471 -0.510 -0.13 0.19 0.10
H -1.727 -1.642 -0.745 0.24 -0.16 -0.03
H -0.257 -0.193 -0.038 -1.87 0.95 -0.04
H -0.775 1.940 0.659 0.37 -0.61 -0.16
H 4.290 0.612 0.663 0.31 0.01 0.27